Molecular formula: C41H63F4N2PPrSi5
Method: DFT, ωB97M-V/def2-TZVPD

LUMO level (alpha / beta) (eV): 2.3 / 2.4
Kohn-Sham gap (alpha / beta) (eV): 7.056 / 7.037
HOMO level (alpha / beta) (eV): -4.71 / -4.69

Geometry as ORCA input:
```
! wB97M-V def2-TZVPD RIJCOSX def2/J DEFGRID3
* xyz -1 3
Pr 0.245 -1.052 0.122
C 3.702 -1.151 -1.314
N 2.957 -1.881 -0.295
C 2.989 -3.297 -0.648
C 3.555 -1.671 1.030
C 3.161 -0.338 1.676
N 1.751 -0.353 2.017
C 1.327 -0.066 3.227
C -0.086 -0.061 3.437
F -0.863 -0.382 2.321
C -0.718 0.233 4.614
F -2.067 0.189 4.674
C 0.001 0.575 5.748
C 1.381 0.579 5.605
F 2.129 0.893 6.689
C 2.028 0.280 4.429
F 3.392 0.322 4.471
H 3.812 -0.109 -1.029
H 3.160 -1.192 -2.259
H 4.704 -1.587 -1.458
H 4.022 -3.680 -0.694
H 2.529 -3.429 -1.628
H 2.423 -3.868 0.084
H 4.655 -1.741 0.974
H 3.187 -2.456 1.693
H 3.324 0.490 0.980
H 3.823 -0.182 2.529
H -0.477 0.809 6.681
C -5.801 -3.433 0.890
C -6.196 -2.444 0.003
C -5.332 -1.420 -0.333
C -4.050 -1.377 0.206
C -3.666 -2.365 1.103
C -4.535 -3.386 1.446
P -2.806 -0.117 -0.310
C -4.000 1.278 -0.430
C -4.598 1.619 0.783
C -5.451 2.698 0.881
C -5.737 3.452 -0.247
C -5.149 3.125 -1.455
C -4.271 2.058 -1.547
C -2.466 -0.839 -1.964
C -3.362 -0.835 -3.024
C -3.017 -1.466 -4.205
C -1.805 -2.128 -4.289
C -0.942 -2.141 -3.204
C -1.203 -1.481 -1.989
H -6.479 -4.232 1.152
H -7.182 -2.473 -0.439
H -5.655 -0.648 -1.015
H -2.675 -2.326 1.537
H -4.218 -4.147 2.145
H -4.379 1.023 1.658
H -5.887 2.960 1.835
H -6.403 4.300 -0.182
H -5.369 3.714 -2.334
H -3.796 1.845 -2.492
H -4.316 -0.330 -2.949
H -3.692 -1.442 -5.050
H -1.530 -2.636 -5.207
H -0.007 -2.686 -3.308
C 2.056 -4.527 3.101
Si 0.560 -4.958 1.975
C -0.531 -6.038 3.147
C 1.137 -6.268 0.688
C -0.223 -3.431 1.245
H 2.270 -5.327 3.803
H 1.839 -3.634 3.678
H 2.968 -4.344 2.540
H 0.003 -6.906 3.528
H -1.418 -6.404 2.638
H -0.868 -5.464 4.006
H 1.408 -7.199 1.179
H 1.991 -5.959 0.095
H 0.331 -6.491 -0.004
H -0.702 -2.952 2.127
H -1.058 -3.799 0.614
C 4.704 2.018 -2.653
Si 3.725 2.675 -1.115
C 4.991 2.433 0.330
C 3.760 4.585 -1.342
Si 1.294 1.707 -0.913
Si 0.686 2.296 -3.172
C 1.356 3.788 -4.191
C -1.220 2.461 -3.242
C 1.058 0.736 -4.229
Si 0.435 3.532 0.424
C -1.305 3.004 1.036
C 1.471 3.799 2.018
C 0.136 5.282 -0.321
H 5.377 2.771 -3.058
H 4.019 1.741 -3.447
H 5.302 1.141 -2.422
H 5.837 3.113 0.244
H 5.394 1.425 0.371
H 4.519 2.630 1.287
H 4.760 4.966 -1.545
H 3.396 5.081 -0.448
H 3.121 4.887 -2.163
H 1.136 4.721 -3.681
H 0.929 3.851 -5.190
H 2.435 3.724 -4.298
H -1.562 3.349 -2.719
H -1.647 1.597 -2.740
H -1.627 2.492 -4.250
H 2.125 0.549 -4.302
H 0.668 0.797 -5.242
H 0.603 -0.132 -3.757
H -1.269 2.008 1.474
H -1.998 2.965 0.200
H -1.736 3.671 1.779
H 1.631 2.851 2.523
H 0.992 4.468 2.730
H 2.447 4.212 1.786
H -0.569 5.217 -1.144
H 1.055 5.701 -0.716
H -0.266 5.990 0.401
*
```